{
  "formula": "C6H14O",
  "method": "ωB97M-V/def2-TZVPD",
  "mol_weight_g_mol": 102.18,
  "orbital_gap_ev": 9.3927,
  "smiles": "C/C=C/CCC.O",
  "energy_ev": -8494.5589,
  "lumo_ev": 0.8,
  "symbols": ["C", "C", "C", "C", "C", "C", "H", "H", "H", "H", "H", "H", "H", "H", "H", "H", "H", "H", "O", "H", "H"],
  "positions_angstrom": [[1.6766, -1.9220, -0.4746], [0.6427, -0.8006, -0.4038], [-0.6407, -0.8751, -0.7150], [-1.5075, 0.2962, -0.9967], [-1.1103, 1.6880, -0.5549], [-1.9816, 2.4280, 0.5625], [2.7130, -1.5305, -0.4878], [1.4571, -2.6340, -1.3561], [1.7214, -2.5533, 0.3873], [1.0750, 0.1542, -0.0329], [-1.0132, -1.8923, -0.8129], [-1.7107, 0.2153, -2.0812], [-2.5313, -0.0145, -0.5611], [-0.1104, 1.9620, -0.3816], [-1.2498, 2.3557, -1.4785], [-1.3204, 2.7852, 1.3890], [-2.4665, 1.5772, 1.0684], [-2.7275, 3.0929, 0.1361], [3.0271, -1.4185, 1.8988], [3.3388, -0.7022, 2.5519], [2.7181, -2.2118, 2.3430]],
  "atomic_forces_ev_per_a": [[-0.4, -0.6, -1.5], [1.6, 0.4, 0.7], [1.3, -0.3, 0.4], [-2.4, -1.5, 0.7], [-2.1, 3.2, -1.8], [1.2, -2.7, 0.4], [-0.7, -0.1, -0.6], [0.5, 1.3, 1.1], [-0.5, -0.4, 0.6], [-0.4, -0.5, -0.7], [-0.4, 0.2, -0.6], [0.2, 0.5, 0.3], [1.2, 0.9, -0.4], [1.6, -0.8, 0.5], [-0.1, -0.9, 1.0], [-0.6, 0.6, -1.0], [-0.5, 0.5, -0.1], [0.2, 0.2, 0.4], [1.0, 2.1, 1.1], [-0.9, -2.2, -1.2], [0.1, 0.3, 0.6]],
  "mulliken_charge": [-1.26, 0.11, -0.30, -0.46, -0.62, -1.01, 0.32, 0.32, 0.24, 0.16, 0.33, 0.28, 0.29, 0.54, 0.21, 0.28, 0.29, 0.30, -0.61, 0.30, 0.31]
}


{
  "formula": "C6H14O",
  "method": "ωB97M-V/def2-TZVPD",
  "mol_weight_g_mol": 102.18,
  "orbital_gap_ev": 9.3059,
  "smiles": "C/C=C(\\C)CC.O",
  "energy_ev": -8493.6613,
  "lumo_ev": 0.7,
  "symbols": ["C", "C", "C", "C", "C", "C", "H", "H", "H", "H", "H", "H", "H", "H", "H", "H", "H", "H", "O", "H", "H"],
  "positions_angstrom": [[0.4030, 0.3769, -2.4037], [0.0090, -0.3426, -1.1178], [-0.2067, 0.2971, 0.1188], [-0.0998, 1.7578, 0.1510], [-0.4591, -0.5063, 1.3918], [-1.7553, -1.4412, 1.3896], [1.2457, -0.1961, -2.7377], [-0.4547, 0.4686, -3.0891], [0.8115, 1.4224, -2.3481], [-0.7229, -1.1487, -1.1334], [-0.7743, 1.7357, 1.0031], [-0.6028, 2.4194, -0.5865], [0.9997, 2.2219, 0.3816], [-0.4465, 0.1598, 2.1910], [0.3777, -1.2806, 1.4040], [-2.6564, -0.8425, 1.6609], [-1.5881, -2.1667, 2.3321], [-1.8162, -2.1030, 0.5282], [2.6941, 0.0562, 0.4625], [1.8537, -0.0882, 0.1469], [3.1883, -0.8001, 0.2548]],
  "atomic_forces_ev_per_a": [[-0.2, 0.7, 0.9], [-2.6, 2.5, 2.7], [1.5, -2.3, -4.6], [1.6, 2.0, 2.0], [-0.1, -3.1, -2.9], [1.1, 0.0, 3.3], [0.2, -0.4, -1.2], [0.5, -0.6, -0.1], [-0.5, -0.9, 0.7], [1.1, -1.1, -0.8], [0.2, 2.1, 0.9], [0.5, -1.1, -0.1], [-2.7, -1.1, -0.2], [0.1, 0.7, 1.7], [-0.8, 1.4, 0.6], [0.4, -0.6, -0.8], [-0.5, 1.5, -2.0], [-0.3, 0.4, -0.1], [4.6, -1.3, 0.9], [-3.2, -0.6, -1.3], [-1.0, 1.9, 0.5]],
  "mulliken_charge": [-1.17, 0.15, -0.08, -1.29, -0.58, -1.04, 0.31, 0.33, 0.34, 0.29, 0.48, 0.36, 0.14, 0.65, 0.21, 0.27, 0.29, 0.38, -0.65, 0.31, 0.29]
}


{
  "formula": "C6H14O",
  "method": "ωB97M-V/def2-TZVPD",
  "mol_weight_g_mol": 102.18,
  "orbital_gap_ev": [8.3231, 8.0183],
  "energy_ev": -8492.3878,
  "lumo_ev": [1.0, 1.0],
  "symbols": ["C", "C", "C", "C", "C", "O", "C", "H", "H", "H", "H", "H", "H", "H", "H", "H", "H", "H", "H", "H", "H"],
  "positions_angstrom": [[-3.3397, 0.1907, -0.6678], [-2.2212, -0.3069, 0.2440], [-0.8362, -0.1062, -0.3683], [0.2984, -0.5727, 0.5560], [1.6518, -0.4505, -0.0569], [2.5071, 0.3433, 0.4973], [3.7120, 0.6472, 0.0746], [-4.3251, 0.0439, -0.2132], [-3.3292, -0.3404, -1.6269], [-3.2250, 1.2602, -0.8796], [-2.2703, 0.2169, 1.2087], [-2.3689, -1.3732, 0.4658], [-0.7761, -0.6491, -1.3227], [-0.6834, 0.9546, -0.6083], [0.1086, -1.6176, 0.8475], [0.2881, 0.0172, 1.4809], [2.0060, -1.0894, -0.8632], [1.8871, 1.0976, -1.8057], [4.1846, -0.0139, -0.6444], [4.2698, 1.2704, 0.7573], [2.5708, 1.4074, -1.6617]],
  "atomic_forces_ev_per_a": [[0.0, 0.0, 0.0], [0.0, 0.0, 0.0], [0.0, 0.0, 0.0], [0.0, 0.0, 0.1], [-0.2, -0.4, -0.2], [-0.2, 0.2, 0.4], [0.5, -0.1, -0.1], [0.1, 0.0, -0.1], [0.0, 0.1, 0.1], [0.0, -0.2, 0.0], [0.0, -0.1, -0.1], [0.0, 0.1, 0.0], [0.0, 0.1, 0.1], [0.0, -0.1, 0.0], [0.0, 0.1, -0.1], [0.0, -0.1, -0.1], [-0.1, 0.1, 0.1], [0.1, 0.1, 0.0], [0.0, 0.1, 0.1], [-0.1, -0.1, -0.1], [-0.2, 0.0, -0.1]],
  "mulliken_charge": [-1.24, -0.37, -0.56, -0.48, -0.41, -0.23, -0.54, 0.37, 0.31, 0.31, 0.31, 0.31, 0.31, 0.31, 0.29, 0.25, 0.48, -0.06, 0.32, 0.23, 0.09]
}


{
  "formula": "C6H14O",
  "method": "ωB97M-V/def2-TZVPD",
  "mol_weight_g_mol": 102.18,
  "orbital_gap_ev": 11.3170,
  "smiles": "CCCCCCO",
  "energy_ev": -8496.4460,
  "lumo_ev": 1.0,
  "symbols": ["C", "C", "C", "C", "C", "C", "O", "H", "H", "H", "H", "H", "H", "H", "H", "H", "H", "H", "H", "H", "H"],
  "positions_angstrom": [[2.9992, 0.5005, 1.3522], [2.2134, -0.2865, 0.3059], [0.7225, -0.4132, 0.6673], [-0.2075, -0.2424, -0.5319], [-1.6820, -0.2431, -0.1387], [-2.5906, 0.2247, -1.2597], [-3.9191, 0.2218, -0.7720], [4.0551, 0.6074, 1.0829], [2.9500, 0.0104, 2.3308], [2.5784, 1.5063, 1.4661], [2.3096, 0.2108, -0.6691], [2.6616, -1.2798, 0.1785], [0.5239, -1.3808, 1.1490], [0.4595, 0.3496, 1.4153], [-0.0116, -1.0351, -1.2680], [0.0374, 0.7073, -1.0314], [-1.9936, -1.2457, 0.1813], [-1.8434, 0.4250, 0.7180], [-2.2824, 1.2373, -1.5713], [-2.4841, -0.4341, -2.1380], [-4.4960, 0.5597, -1.4672]],
  "atomic_forces_ev_per_a": [[0.0, 0.0, 0.1], [0.0, 0.0, 0.0], [0.0, 0.0, 0.1], [0.0, 0.0, -0.1], [0.0, 0.0, 0.0], [0.4, 0.0, -0.1], [-0.3, 0.1, -0.2], [-0.1, 0.0, 0.0], [0.0, 0.1, -0.1], [0.1, -0.1, 0.0], [0.0, 0.0, 0.2], [-0.1, 0.1, 0.0], [0.0, 0.2, -0.1], [0.1, -0.1, -0.1], [0.0, 0.1, 0.1], [0.0, -0.1, 0.1], [0.0, 0.1, 0.0], [0.1, -0.1, -0.1], [-0.1, -0.2, 0.1], [-0.1, 0.1, 0.2], [0.0, -0.1, 0.2]],
  "mulliken_charge": [-1.33, -0.35, -0.64, -0.59, -0.59, -0.52, -0.50, 0.38, 0.31, 0.35, 0.34, 0.31, 0.29, 0.32, 0.27, 0.40, 0.29, 0.33, 0.31, 0.30, 0.30]
}


{
  "formula": "C6H14O",
  "method": "ωB97M-V/def2-TZVPD",
  "mol_weight_g_mol": 102.18,
  "orbital_gap_ev": 9.5953,
  "smiles": "C/C=C/OCCC.[H][H]",
  "energy_ev": -8494.8087,
  "lumo_ev": 1.2,
  "symbols": ["C", "C", "C", "O", "C", "C", "C", "H", "H", "H", "H", "H", "H", "H", "H", "H", "H", "H", "H", "H", "H"],
  "positions_angstrom": [[2.6413, -2.3375, -1.3333], [1.9380, -1.0124, -1.2964], [1.1209, -0.6411, -0.3145], [0.5194, 0.5780, -0.2990], [-0.6157, 0.6828, 0.5413], [-1.0638, 2.1314, 0.5335], [-2.2601, 2.3704, 1.4488], [2.2755, -3.0046, -0.5436], [2.4816, -2.8404, -2.2953], [3.7256, -2.2305, -1.2036], [2.1005, -0.3142, -2.1166], [0.9083, -1.2836, 0.5453], [-0.3562, 0.3623, 1.5634], [-1.4209, 0.0225, 0.1820], [-1.3058, 2.4115, -0.4988], [-0.2153, 2.7567, 0.8382], [-2.0153, 2.1436, 2.4934], [-3.1147, 1.7449, 1.1635], [-2.5849, 3.4138, 1.4042], [-1.0712, -2.5564, -0.6027], [-1.6869, -2.3972, -0.2097]],
  "atomic_forces_ev_per_a": [[0.0, -0.1, 0.0], [-0.1, 0.1, 0.1], [0.2, -0.3, -0.2], [0.1, 0.0, -0.1], [-0.2, 0.0, 0.2], [0.0, 0.0, 0.0], [-0.1, 0.0, 0.1], [0.1, 0.1, -0.1], [0.0, 0.1, 0.2], [-0.2, 0.0, 0.0], [0.0, -0.1, 0.1], [0.0, 0.1, -0.2], [0.0, 0.1, -0.1], [0.1, 0.1, 0.0], [0.0, 0.0, 0.2], [-0.1, -0.1, 0.0], [0.0, 0.0, -0.2], [0.1, 0.1, 0.0], [0.0, -0.1, 0.0], [-0.2, 0.0, 0.1], [0.1, -0.1, -0.1]],
  "mulliken_charge": [-1.14, -0.03, -0.25, -0.37, -0.43, -0.29, -1.22, 0.29, 0.31, 0.31, 0.34, 0.34, 0.35, 0.20, 0.29, 0.29, 0.32, 0.32, 0.35, -0.04, 0.05]
}


Please write out number 3 again, unchanged.
{
  "formula": "C6H14O",
  "method": "ωB97M-V/def2-TZVPD",
  "mol_weight_g_mol": 102.18,
  "orbital_gap_ev": [8.3231, 8.0183],
  "energy_ev": -8492.3878,
  "lumo_ev": [1.0, 1.0],
  "symbols": ["C", "C", "C", "C", "C", "O", "C", "H", "H", "H", "H", "H", "H", "H", "H", "H", "H", "H", "H", "H", "H"],
  "positions_angstrom": [[-3.3397, 0.1907, -0.6678], [-2.2212, -0.3069, 0.2440], [-0.8362, -0.1062, -0.3683], [0.2984, -0.5727, 0.5560], [1.6518, -0.4505, -0.0569], [2.5071, 0.3433, 0.4973], [3.7120, 0.6472, 0.0746], [-4.3251, 0.0439, -0.2132], [-3.3292, -0.3404, -1.6269], [-3.2250, 1.2602, -0.8796], [-2.2703, 0.2169, 1.2087], [-2.3689, -1.3732, 0.4658], [-0.7761, -0.6491, -1.3227], [-0.6834, 0.9546, -0.6083], [0.1086, -1.6176, 0.8475], [0.2881, 0.0172, 1.4809], [2.0060, -1.0894, -0.8632], [1.8871, 1.0976, -1.8057], [4.1846, -0.0139, -0.6444], [4.2698, 1.2704, 0.7573], [2.5708, 1.4074, -1.6617]],
  "atomic_forces_ev_per_a": [[0.0, 0.0, 0.0], [0.0, 0.0, 0.0], [0.0, 0.0, 0.0], [0.0, 0.0, 0.1], [-0.2, -0.4, -0.2], [-0.2, 0.2, 0.4], [0.5, -0.1, -0.1], [0.1, 0.0, -0.1], [0.0, 0.1, 0.1], [0.0, -0.2, 0.0], [0.0, -0.1, -0.1], [0.0, 0.1, 0.0], [0.0, 0.1, 0.1], [0.0, -0.1, 0.0], [0.0, 0.1, -0.1], [0.0, -0.1, -0.1], [-0.1, 0.1, 0.1], [0.1, 0.1, 0.0], [0.0, 0.1, 0.1], [-0.1, -0.1, -0.1], [-0.2, 0.0, -0.1]],
  "mulliken_charge": [-1.24, -0.37, -0.56, -0.48, -0.41, -0.23, -0.54, 0.37, 0.31, 0.31, 0.31, 0.31, 0.31, 0.31, 0.29, 0.25, 0.48, -0.06, 0.32, 0.23, 0.09]
}